Entry from the Open Molecules 2025 dataset: a 9-piece molecular cluster, C36H69BN10O13 overall in a non-equilibrium geometry (wB97M-V/def2-TZVPD).

For the HOMO energy, the calculation gives -8.706 eV. The HOMO-LUMO gap is 7.56 eV. Its structure (SMILES) is COB(O)c1c(N(C)C(C)=O)ccc2c1C(=O)NC2=O.CN(C)C=O.CN(C)C=O.CN(C)C=O.CN(C)C=O.CN(C)C=O.CN(C)C=O.CN(C)C=O.CN(C)C=O. As for the LUMO energy: -1.15 eV.

```
! RIJCOSX wB97M-V def2-TZVPD def2/J DEFGRID3
* xyz 0 1
C 3.213 0.471 0.275
O 3.713 1.800 -0.129
B 2.630 2.742 -0.047
O 2.432 3.679 -1.139
C 1.631 2.701 1.229
C 2.076 3.226 2.615
N 3.393 3.766 2.978
C 4.498 2.766 2.905
C 3.711 5.037 2.329
C 2.715 5.942 1.474
O 4.892 5.485 2.500
C 1.019 3.136 3.786
C -0.425 2.564 3.581
C -0.869 2.024 2.200
C 0.206 2.132 1.080
C -0.561 1.484 -0.151
O -0.123 1.016 -1.231
N -2.020 1.447 0.194
C -2.230 1.386 1.678
O -3.223 0.938 2.292
H 3.152 0.425 1.425
H 2.225 0.199 -0.229
H 3.998 -0.310 -0.050
H 2.560 3.135 -1.949
H 5.342 2.962 3.668
H 4.949 2.749 1.848
H 4.058 1.714 3.073
H 1.667 6.024 1.936
H 2.699 5.639 0.369
H 3.160 7.008 1.495
H 1.256 3.489 4.845
H -1.191 2.498 4.436
H -2.255 2.448 -0.004
C -4.336 0.153 -1.364
N -5.116 -0.720 -2.216
C -4.824 -2.140 -2.213
C -6.113 -0.249 -3.019
O -6.802 -0.928 -3.757
H -3.283 0.077 -1.645
H -4.460 -0.161 -0.324
H -4.659 1.191 -1.465
H -4.549 -2.451 -3.224
H -5.720 -2.688 -1.909
H -4.008 -2.363 -1.526
H -6.249 0.843 -2.943
C 1.997 -5.060 -1.705
N 1.777 -3.690 -1.286
C 1.552 -2.673 -2.297
C 1.774 -3.327 0.025
O 1.596 -2.195 0.442
H 2.881 -5.098 -2.346
H 1.124 -5.405 -2.264
H 2.150 -5.712 -0.845
H 2.324 -1.904 -2.211
H 0.576 -2.209 -2.129
H 1.582 -3.112 -3.295
H 1.954 -4.173 0.709
C -1.711 8.514 4.391
N -1.063 7.429 3.682
C -1.565 7.043 2.377
C 0.004 6.761 4.203
O 0.592 5.842 3.659
H -2.760 8.254 4.557
H -1.651 9.421 3.785
H -1.231 8.695 5.353
H -1.870 5.993 2.407
H -0.768 7.154 1.638
H -2.416 7.664 2.095
H 0.304 7.133 5.196
C 8.194 0.713 -1.954
N 7.013 0.098 -2.523
C 7.172 -0.890 -3.573
C 5.756 0.419 -2.102
O 4.724 -0.061 -2.538
H 8.744 1.228 -2.746
H 8.826 -0.065 -1.517
H 7.925 1.433 -1.179
H 6.648 -0.548 -4.469
H 6.729 -1.834 -3.246
H 8.228 -1.040 -3.800
H 5.748 1.177 -1.303
C 4.014 -10.509 -0.647
N 2.917 -9.597 -0.394
C 2.487 -9.377 0.973
C 2.275 -8.940 -1.402
O 1.349 -8.164 -1.258
H 3.748 -11.500 -0.271
H 4.904 -10.147 -0.125
H 4.228 -10.576 -1.714
H 1.436 -9.661 1.069
H 2.586 -8.316 1.214
H 3.090 -9.968 1.664
H 2.680 -9.178 -2.399
C -6.180 0.408 2.678
N -7.361 -0.204 2.103
C -7.199 -1.192 1.053
C -8.619 0.120 2.517
O -9.649 -0.355 2.077
H -5.625 0.921 1.890
H -5.553 -0.373 3.118
H -6.450 1.128 3.453
H -7.718 -0.849 0.154
H -7.647 -2.136 1.376
H -6.142 -1.345 0.830
H -8.628 0.878 3.317
C -2.398 -3.403 2.390
N -3.177 -4.281 1.539
C -2.886 -5.702 1.542
C -4.174 -3.813 0.736
O -4.865 -4.494 -0.001
H -1.345 -3.476 2.108
H -2.521 -3.714 3.430
H -2.725 -2.367 2.285
H -2.611 -6.014 0.532
H -3.781 -6.250 1.847
H -2.069 -5.924 2.230
H -4.311 -2.721 0.811
C -0.032 2.223 -5.230
N -0.258 3.595 -4.820
C -0.487 4.603 -5.837
C -0.262 3.966 -3.508
O -0.445 5.097 -3.096
H 0.853 2.184 -5.871
H -0.903 1.870 -5.787
H 0.125 1.577 -4.364
H 0.282 5.376 -5.755
H -1.464 5.063 -5.671
H -0.454 4.158 -6.832
H -0.078 3.123 -2.821
*
```

=====

Entry from the Open Molecules 2025 dataset: C25H33FGaN6O2S2Se3Te as an isolated structure (wB97M-V/def2-TZVPD).

For the HOMO energy, the calculation gives -4.337 eV. The HOMO-LUMO gap is 6.35 eV. The calculation puts the relative energy (zero: lowest compared OMol25 entry of this formula, charge and spin) at 1.1176 eV. As for the LUMO energy: 2.01 eV.

```
! RIJCOSX wB97M-V def2-TZVPD def2/J DEFGRID3
* xyz -1 1
Ga -1.595 2.671 2.047
Se -1.262 4.282 3.847
Se -3.560 4.240 4.303
Te -3.653 1.830 4.956
Se -3.205 0.948 2.641
N 3.797 -3.796 2.412
C 3.164 -2.553 2.541
C 3.899 -1.412 2.870
C 3.267 -0.191 3.046
C 1.895 -0.100 2.898
C 1.150 -1.224 2.595
C 1.777 -2.446 2.408
S 1.032 1.421 3.159
O -0.009 1.100 4.094
O 1.999 2.434 3.489
N 0.249 1.771 1.755
C 1.020 2.115 0.659
N 0.389 2.790 -0.317
C 1.109 3.170 -1.361
C 2.460 2.876 -1.494
C 3.011 2.140 -0.457
N 2.319 1.757 0.610
H 4.770 -3.747 2.160
H 3.304 -4.463 1.844
H 4.975 -1.487 2.988
H 3.833 0.705 3.271
H 0.075 -1.129 2.523
H 1.190 -3.339 2.195
H 0.577 3.732 -2.129
H 3.041 3.196 -2.348
H 4.058 1.846 -0.479
F -3.799 5.857 -2.689
C -3.321 5.147 -1.635
C -3.941 3.970 -1.287
C -3.428 3.252 -0.206
C -2.314 3.685 0.507
C -1.742 4.900 0.120
C -2.230 5.640 -0.948
H -4.802 3.626 -1.846
H -3.919 2.327 0.074
H -0.890 5.289 0.664
H -1.786 6.582 -1.244
C -0.775 -4.701 -1.056
C -1.635 -4.839 0.200
C -2.357 -3.566 0.643
C -1.484 -2.495 1.284
N -0.513 -1.892 0.380
C -0.806 -0.923 -0.520
S -2.338 -0.286 -0.705
N 0.260 -0.528 -1.267
C 0.141 0.281 -2.471
C -0.306 -0.521 -3.690
C 0.580 -1.723 -4.005
C 2.036 -1.359 -4.270
H -0.448 -5.679 -1.419
H 0.117 -4.097 -0.883
H -1.338 -4.215 -1.859
H -1.024 -5.220 1.029
H -2.388 -5.611 0.014
H -3.123 -3.829 1.381
H -2.891 -3.121 -0.201
H -0.909 -2.935 2.107
H -2.101 -1.704 1.710
H 0.461 -2.064 0.567
H 1.113 -1.051 -1.156
H 1.113 0.749 -2.637
H -0.569 1.075 -2.264
H -0.332 0.158 -4.551
H -1.333 -0.853 -3.520
H 0.173 -2.247 -4.874
H 0.519 -2.440 -3.178
H 2.113 -0.594 -5.049
H 2.616 -2.225 -4.598
H 2.529 -0.957 -3.380
*
```

=====

Entry from the Open Molecules 2025 dataset: C19H18N4O3Sc as an isolated structure in a non-equilibrium geometry (wB97M-V/def2-TZVPD).

For the HOMO energy, the calculation gives -10.947 eV. The HOMO-LUMO gap is 7.51 eV. As for the LUMO energy: -3.44 eV.

```
! RIJCOSX wB97M-V def2-TZVPD def2/J DEFGRID3
* xyz 1 1
Sc -0.167 -0.026 -0.277
C -0.947 -3.633 4.088
O -0.575 -2.695 3.093
C 0.744 -2.581 2.816
C 1.749 -3.312 3.416
C 3.084 -3.097 3.061
C 3.407 -2.168 2.108
C 2.405 -1.416 1.467
C 2.781 -0.434 0.481
N 1.913 0.158 -0.270
N 2.333 1.210 -1.067
C 1.329 1.921 -1.494
O 0.073 1.615 -1.186
C 1.591 3.137 -2.275
C 2.891 3.477 -2.651
C 3.123 4.658 -3.331
C 2.068 5.507 -3.638
C 0.773 5.169 -3.273
C 0.532 3.987 -2.594
C 1.056 -1.609 1.838
O 0.061 -0.901 1.305
H -2.027 -3.558 4.179
H -0.677 -4.652 3.797
H -0.492 -3.402 5.054
H 1.514 -4.051 4.169
H 3.859 -3.670 3.550
H 4.441 -2.005 1.830
H 3.825 -0.149 0.374
H 3.698 2.804 -2.399
H 4.132 4.921 -3.619
H 2.256 6.437 -4.159
H -0.048 5.830 -3.515
H -0.471 3.713 -2.299
C -5.475 -1.974 -0.437
N -4.307 -1.136 -0.666
C -4.315 0.193 -1.002
C -3.014 0.573 -1.105
N -2.208 -0.520 -0.839
C -3.031 -1.525 -0.572
H -6.372 -1.381 -0.583
H -5.471 -2.361 0.579
H -5.487 -2.808 -1.136
H -5.224 0.753 -1.128
H -2.603 1.531 -1.374
H -2.729 -2.528 -0.318
*
```

=====

Entry from the Open Molecules 2025 dataset: C4H9NOS as an isolated structure in a non-equilibrium geometry (wB97M-V/def2-TZVPD).

For the HOMO energy (spin up / spin down), the calculation gives -14.683 / -14.302 eV. The HOMO-LUMO gap (spin up / spin down) is 9.91 / 5.66 eV. The calculation puts the relative energy (zero: lowest compared OMol25 entry of this formula, charge and spin) at 2.4904 eV. As for the LUMO energy (spin up / spin down): -4.77 / -8.65 eV. The expectation value of S² is 0.76.

```
! RIJCOSX wB97M-V def2-TZVPD def2/J DEFGRID3
* xyz 1 2
C -2.085 1.756 0.548
N -1.254 1.365 -0.670
C -0.803 -0.066 -0.472
C 0.344 -0.682 -1.266
S 1.593 -1.611 -0.222
C 0.021 -0.161 0.832
O 0.581 0.792 1.373
H -2.206 2.820 0.538
H -2.995 1.193 0.389
H -1.555 1.531 1.479
H -0.359 1.835 -0.564
H -1.766 -0.621 -0.532
H -0.031 -1.455 -1.936
H 0.882 0.054 -1.860
H 2.263 -0.631 0.349
H -0.354 -0.952 1.539
*
```

=====

Entry from the Open Molecules 2025 dataset: C36H46Br2FFeN3P2 as an isolated structure in a non-equilibrium geometry (wB97M-V/def2-TZVPD).

For the HOMO energy (spin up / spin down), the calculation gives -6.601 / -6.577 eV. The HOMO-LUMO gap (spin up / spin down) is 5.77 / 5.73 eV. The calculation puts the relative energy (zero: lowest compared OMol25 entry of this formula, charge and spin) at 0.6879 eV. As for the LUMO energy (spin up / spin down): -0.83 / -0.85 eV. The expectation value of S² is 6.01.

```
! RIJCOSX wB97M-V def2-TZVPD def2/J DEFGRID3
* xyz 0 5
Fe 0.033 -0.591 0.572
Br -3.202 5.907 -2.080
C -2.516 4.539 -0.971
C -2.130 4.843 0.326
C -1.627 3.842 1.140
C -1.509 2.538 0.664
C -1.875 2.264 -0.646
C -2.385 3.254 -1.469
N -1.028 1.436 1.442
C -1.104 1.497 2.707
C -0.776 0.345 3.564
C -0.558 0.523 4.922
C -0.270 -0.588 5.696
C -0.232 -1.829 5.084
C -0.465 -1.904 3.720
N -0.733 -0.843 2.970
H -2.207 5.856 0.692
H -1.292 4.109 2.133
H -1.763 1.256 -1.013
H -2.656 3.029 -2.490
H -1.482 2.381 3.220
H -0.604 1.515 5.351
H -0.080 -0.487 6.756
H -0.011 -2.726 5.646
H -0.423 -2.855 3.207
C -4.555 0.038 0.094
P -3.161 -0.752 0.989
C -3.798 -0.649 2.713
C -3.516 -2.527 0.616
C -2.382 -3.442 1.077
P -0.787 -3.036 0.244
C 0.315 -4.332 0.911
C -1.133 -3.715 -1.423
H -5.508 -0.451 0.307
H -4.370 0.016 -0.980
H -4.618 1.084 0.398
H -4.841 -0.968 2.772
H -3.724 0.381 3.067
H -3.193 -1.271 3.374
H -3.637 -2.606 -0.468
H -4.466 -2.826 1.068
H -2.617 -4.491 0.873
H -2.237 -3.348 2.157
H -0.190 -5.300 0.929
H 0.666 -4.073 1.908
H 1.196 -4.396 0.273
H -1.411 -4.768 -1.337
H -0.257 -3.625 -2.054
H -1.940 -3.163 -1.898
C 2.081 3.192 1.378
C 1.729 2.577 0.023
C 1.363 3.664 -0.991
C 2.823 1.682 -0.506
C 4.134 2.130 -0.445
C 5.170 1.360 -0.938
C 4.881 0.113 -1.445
C 3.583 -0.399 -1.486
C 3.530 -1.837 -2.007
C 2.177 -2.477 -2.244
C 4.327 -2.760 -1.070
C 2.520 0.421 -1.057
N 1.143 0.025 -1.160
C 0.619 0.220 -2.404
C 1.350 0.699 -3.523
C 0.772 0.890 -4.766
C -0.570 0.621 -5.000
C -1.326 0.147 -3.936
C -0.725 -0.040 -2.717
F -1.532 -0.491 -1.694
H 1.229 3.756 1.765
H 2.917 3.888 1.307
H 2.346 2.417 2.101
H 0.853 1.948 0.164
H 2.222 4.315 -1.172
H 0.542 4.280 -0.618
H 1.060 3.228 -1.946
H 4.352 3.102 -0.022
H 6.191 1.721 -0.911
H 5.691 -0.500 -1.822
H 4.052 -1.817 -2.971
H 1.611 -2.488 -1.316
H 2.332 -3.509 -2.574
H 1.591 -1.965 -3.006
H 3.846 -2.798 -0.091
H 5.351 -2.421 -0.925
H 4.363 -3.771 -1.483
H 2.399 0.922 -3.383
H 1.390 1.259 -5.576
H -1.016 0.780 -5.971
H -2.380 -0.080 -4.042
Br 2.067 -1.094 1.723
*
```

=====

Entry from the Open Molecules 2025 dataset: one molecule with the formula C24H32N4O4S in a non-equilibrium geometry (wB97M-V/def2-TZVPD).

For the HOMO energy, the calculation gives -8.397 eV. The HOMO-LUMO gap is 8.03 eV. The calculation puts the relative energy (zero: lowest compared OMol25 entry of this formula, charge and spin) at 3.6623 eV. Its structure (SMILES) is Cc1ccc(/C=C/c2onc(C)c2S(=O)(=O)N2CCC(C(=O)N3CCN(C)CC3)CC2)cc1. As for the LUMO energy: -0.37 eV.

```
! RIJCOSX wB97M-V def2-TZVPD def2/J DEFGRID3
* xyz 0 1
C -2.825 -6.131 0.248
C -1.687 -5.165 0.148
C -0.414 -5.522 0.584
C 0.648 -4.649 0.479
C 0.473 -3.376 -0.072
C 1.533 -2.402 -0.210
C 2.816 -2.556 0.160
C 3.840 -1.561 0.029
O 5.069 -1.950 0.423
N 5.949 -0.931 0.286
C 5.296 0.095 -0.186
C 5.939 1.401 -0.442
C 3.926 -0.240 -0.382
S 2.797 0.986 -0.974
O 1.498 0.400 -1.202
O 3.400 1.675 -2.072
N 2.817 1.999 0.355
C 2.599 3.407 0.085
C 1.133 3.720 -0.250
C 0.202 2.670 0.368
C -1.202 3.235 0.557
O -1.401 4.433 0.657
N -2.211 2.341 0.670
C -2.172 0.908 0.490
C -2.983 0.521 -0.749
N -4.351 0.982 -0.602
C -5.189 0.541 -1.696
C -4.375 2.426 -0.447
C -3.574 2.820 0.791
C 0.768 2.237 1.726
C 2.085 1.485 1.496
C -0.807 -3.022 -0.510
C -1.866 -3.899 -0.401
H -3.781 -5.613 0.225
H -2.759 -6.714 1.164
H -2.796 -6.826 -0.592
H -0.259 -6.503 1.011
H 1.621 -4.959 0.828
H 1.239 -1.466 -0.663
H 3.179 -3.475 0.598
H 7.016 1.304 -0.343
H 5.675 1.747 -1.438
H 5.570 2.134 0.274
H 2.929 3.957 0.971
H 3.249 3.664 -0.751
H 0.994 3.724 -1.332
H 0.859 4.706 0.132
H 0.172 1.806 -0.297
H -1.154 0.539 0.390
H -2.631 0.442 1.370
H -2.994 -0.567 -0.847
H -2.499 0.950 -1.646
H -6.211 0.871 -1.515
H -5.176 -0.547 -1.738
H -4.860 0.934 -2.671
H -5.412 2.746 -0.327
H -3.951 2.936 -1.330
H -3.542 3.904 0.902
H -4.030 2.370 1.679
H 0.939 3.128 2.333
H 0.068 1.595 2.260
H 2.727 1.552 2.383
H 1.887 0.428 1.297
H -0.956 -2.043 -0.943
H -2.847 -3.604 -0.746
*
```

=====

Entry from the Open Molecules 2025 dataset: C30H23N6O12S2Zr as an isolated structure in a non-equilibrium geometry (wB97M-V/def2-TZVPD).

For the HOMO energy, the calculation gives -5.293 eV. The HOMO-LUMO gap is 6.81 eV. As for the LUMO energy: 1.52 eV.

```
! RIJCOSX wB97M-V def2-TZVPD def2/J DEFGRID3
* xyz -1 1
Zr 0.140 -0.044 0.068
O 1.386 2.256 0.626
S 2.546 1.648 0.006
O 3.363 2.491 -0.824
O 2.079 0.410 -0.704
C 3.525 1.066 1.360
C 4.823 1.450 1.621
C 5.466 0.949 2.742
C 4.788 0.073 3.584
C 3.480 -0.309 3.334
C 2.826 0.196 2.207
S 0.120 -0.671 3.018
O 1.585 -0.151 1.857
O 0.712 -1.705 3.844
O -0.513 -1.287 1.794
H 5.304 2.137 0.935
H 6.486 1.238 2.960
H 5.293 -0.327 4.455
H 2.941 -0.990 3.977
N -2.450 0.157 -0.218
C -3.060 0.720 0.982
C -1.986 0.816 2.059
O -2.278 0.600 3.226
O -0.807 1.151 1.614
H -2.940 0.442 -1.052
H -2.443 -0.861 -0.180
H -3.903 0.148 1.369
H -3.394 1.738 0.776
N 0.462 4.324 -9.696
C 0.398 3.864 -8.643
C 0.301 3.288 -7.338
C 1.341 3.433 -6.421
C 1.234 2.872 -5.161
C 0.096 2.153 -4.808
C -0.941 2.013 -5.725
C -0.848 2.579 -6.983
C -0.009 1.520 -3.465
C 0.296 0.165 -3.398
C 0.757 -0.603 -4.504
C 0.992 -1.867 -4.026
C 0.662 -1.828 -2.656
N 0.245 -0.629 -2.258
C -0.397 2.339 -2.417
C -0.709 3.723 -2.538
C -1.092 4.140 -1.290
C -1.000 3.005 -0.456
N -0.597 1.922 -1.110
H 2.229 3.982 -6.705
H 2.030 2.980 -4.435
H -1.823 1.452 -5.442
H -1.654 2.474 -7.695
H 0.892 -0.234 -5.508
H 1.355 -2.728 -4.563
H 0.703 -2.674 -1.997
H -0.640 4.306 -3.443
H -1.393 5.129 -0.983
H -1.199 2.984 0.601
C 4.042 -1.983 0.135
C 2.754 -2.657 0.456
N 1.544 -2.227 0.143
C 0.676 -3.237 0.477
C 1.365 -4.286 1.014
N 2.677 -3.892 0.997
C 0.995 -5.629 1.507
O -0.274 -5.942 1.432
O 1.853 -6.371 1.938
C -0.762 -3.103 0.119
O -1.537 -4.039 0.375
O -1.059 -2.034 -0.499
H 3.817 -1.064 -0.393
H 4.645 -2.624 -0.510
H 4.616 -1.753 1.035
H 3.422 -4.473 1.346
H -0.823 -5.192 1.008
*
```